Entry 1:
Below is a cluster of 2 separate species, C11H15N in total, with properties calculated with the ωB97M-V functional and the def2-TZVPD basis.

Cartesian coordinates (Å):
C  0.879  -1.525  -1.692
C  -0.540  -0.004  -0.122
C  0.579  -0.758  -0.473
C  0.589  -0.313  1.810
C  1.403  -0.850  0.726
C  0.951  -0.294  3.155
C  2.682  -1.340  1.048
C  2.173  -0.936  3.427
C  3.087  -1.261  2.373
N  -0.420  0.399  1.204
H  -1.520  -0.023  -0.568
H  -0.966  0.951  1.835
H  0.092  -1.392  -2.443
H  0.853  -2.626  -1.666
H  0.380  -0.051  4.040
H  3.397  -1.753  0.351
H  2.544  -1.318  4.361
H  4.116  -1.435  2.647
H  1.812  -1.146  -2.144
C  -2.695  1.819  -3.021
C  -2.833  2.075  -1.477
H  -2.706  2.791  -3.520
H  -1.749  1.313  -3.167
H  -3.570  1.243  -3.314
H  -2.792  1.138  -0.945
H  -3.758  2.610  -1.235
H  -1.988  2.685  -1.192

Cartesian forces (eV/Å) of the 2 atoms listed first:
C -0.550 0.214 -1.539
C -0.487 0.249 -1.141

Computed properties:
Charge: -1
Highest occupied orbital energy (spin up / spin down): 0.8 / -2.9 eV
ΔE to the lowest compared entry with this formula, charge and spin: 30.1 kcal per mole
E_tot: -482.8222 a.u.
Multiplicity: 2

Atomic partial charges in e from the Mulliken method, atoms 1 to 2: atom 1 (C): -1.289, atom 2 (C): -0.736

Entry 2:
Below is a cluster of 2 separate species, C11H15N in total, with properties calculated with the ωB97M-V functional and the def2-TZVPD basis.

Cartesian coordinates (Å):
C  -1.873  2.874  -2.356
C  -2.254  1.583  -1.710
C  -3.457  0.958  -1.685
N  -3.342  -0.242  -1.014
C  -2.035  -0.445  -0.663
C  -1.370  -1.540  -0.122
C  -0.013  -1.463  0.122
C  0.683  -0.267  -0.126
C  0.017  0.807  -0.680
C  -1.332  0.731  -1.008
H  -1.041  2.750  -3.053
H  -1.576  3.634  -1.630
H  -2.693  3.264  -2.953
H  -4.436  1.226  -2.042
H  -4.065  -0.929  -0.900
H  -1.949  -2.431  0.126
H  0.426  -2.339  0.576
H  1.733  -0.241  0.080
H  0.621  1.693  -0.844
C  3.556  -1.034  1.738
C  3.359  -1.345  3.210
H  3.358  -1.963  1.192
H  3.037  -0.182  1.331
H  4.613  -0.828  1.541
H  3.699  -0.505  3.826
H  3.996  -2.169  3.552
H  2.339  -1.594  3.492

Cartesian forces (eV/Å) of the 2 atoms listed first:
C -0.157 0.093 -0.176
C 0.366 0.505 0.022

Computed properties:
Charge: 0
Highest occupied orbital energy: -7.8 eV
ΔE to the lowest compared entry with this formula, charge and spin: 8.2 kcal per mole
SMILES: Cc1c[nH]c2ccccc12.CC
E_tot: -482.9020 a.u.

Atomic partial charges in e from the Mulliken method, atoms 1 to 2: atom 1 (C): -1.303, atom 2 (C): 0.468

Entry 3:
Below is a cluster of 2 separate species, C11H15N in total, with properties calculated with the ωB97M-V functional and the def2-TZVPD basis.

Cartesian coordinates (Å):
C  0.271  2.687  2.978
C  0.965  1.982  1.851
C  2.093  2.265  1.177
N  2.345  1.343  0.155
C  1.254  0.472  0.129
C  0.985  -0.551  -0.786
C  -0.122  -1.336  -0.476
C  -0.907  -1.168  0.631
C  -0.617  -0.110  1.507
C  0.427  0.774  1.210
H  -0.284  1.936  3.551
H  -0.592  3.227  2.564
H  0.944  3.405  3.444
H  2.780  3.044  1.488
H  2.825  1.677  -0.665
H  1.533  -0.772  -1.694
H  -0.337  -2.112  -1.195
H  -1.702  -1.815  0.987
H  -1.328  0.035  2.314
C  -2.046  -2.278  -2.942
C  -3.105  -3.022  -3.813
H  -2.385  -2.121  -1.928
H  -1.163  -2.915  -2.956
H  -1.814  -1.340  -3.458
H  -4.071  -3.110  -3.311
H  -2.728  -3.972  -4.148
H  -3.404  -2.366  -4.639

Cartesian forces (eV/Å) of the 2 atoms listed first:
C -0.558 -0.238 -1.262
C -0.881 -1.125 -0.248

Computed properties:
Charge: 0
Highest occupied orbital energy: -7.9 eV
ΔE to the lowest compared entry with this formula, charge and spin: 20.7 kcal per mole
SMILES: Cc1c[nH]c2ccccc12.CC
E_tot: -482.8822 a.u.

Atomic partial charges in e from the Mulliken method, atoms 1 to 2: atom 1 (C): -1.309, atom 2 (C): 0.503

Entry 4:
Below is a cluster of 2 separate species, C11H15N in total, with properties calculated with the ωB97M-V functional and the def2-TZVPD basis.

Cartesian coordinates (Å):
C  3.593  1.391  -0.051
C  2.401  0.480  0.165
C  2.350  -0.829  -0.138
N  1.037  -1.322  0.086
C  0.246  -0.278  0.505
C  -1.085  -0.156  0.873
C  -1.607  1.039  1.331
C  -0.767  2.172  1.458
C  0.526  2.098  1.007
C  1.053  0.886  0.536
H  4.374  0.691  -0.390
H  3.773  2.101  0.751
H  3.457  1.945  -0.997
H  2.955  -1.550  -0.662
H  0.772  -2.281  -0.091
H  -1.750  -1.014  0.910
H  -2.642  1.079  1.615
H  -1.049  3.137  1.865
H  1.164  2.951  0.813
C  -3.745  -1.983  -2.721
C  -2.715  -2.235  -1.601
H  -3.770  -0.957  -3.087
H  -3.511  -2.665  -3.532
H  -4.703  -2.183  -2.245
H  -3.113  -2.107  -0.603
H  -2.333  -3.260  -1.721
H  -1.757  -1.710  -1.734

Cartesian forces (eV/Å) of the 2 atoms listed first:
C -0.712 -1.089 -1.711
C 0.003 1.413 -0.361

Computed properties:
Charge: 0
Highest occupied orbital energy: -7.9 eV
ΔE to the lowest compared entry with this formula, charge and spin: 20.1 kcal per mole
SMILES: Cc1c[nH]c2ccccc12.CC
E_tot: -482.8831 a.u.

Atomic partial charges in e from the Mulliken method, atoms 1 to 2: atom 1 (C): -1.317, atom 2 (C): 0.340

Values of F_max, in order: 3.28 1.51 2.41 2.45, all in eV Å⁻¹.